{
  "formula": "C5H8O2",
  "method": "wB97M-V/def2-TZVPD",
  "species": ["C", "C", "C", "C", "C", "O", "O", "H", "H", "H", "H", "H", "H", "H", "H"],
  "xyz": [[0.793402, 1.168973, 0.736372], [1.009238, 0.041787, -0.009459], [-0.441811, 0.631260, 0.079950], [1.990411, -0.797666, -0.724742], [-1.566251, -0.093048, 0.809637], [-0.923345, 1.303974, -1.013359], [-2.147568, -1.077262, -0.099585], [1.096496, 1.832319, 1.548295], [2.254622, -0.316734, -1.685945], [1.666938, -1.810174, -1.015266], [2.976176, -1.072802, -0.280459], [-2.364162, 0.585128, 1.174670], [-1.305323, -0.656920, 1.593124], [-1.629199, 1.852775, -0.692170], [-1.409627, -1.591617, -0.421058]],
  "atomic_forces_ev_per_a": [[0.078, -3.384, -0.814], [-1.464, 3.805, 1.981], [1.895, -1.083, 1.293], [1.075, -1.240, -1.070], [-1.179, 0.763, -3.396], [0.116, 0.325, -1.178], [-0.616, 0.949, 0.412], [0.176, -0.091, -0.661], [-0.251, -0.033, 0.387], [-0.671, 0.448, 0.119], [-0.747, 0.983, 0.479], [0.244, -0.203, -0.628], [1.758, -1.560, 3.340], [-0.662, 0.514, -0.078], [0.248, -0.193, -0.186]],
  "e_tot_ev": -9406.12642,
  "charge": 0,
  "smiles": "CC1=C[C@]1(O)CO"
}


{
  "formula": "C5H8O2",
  "method": "wB97M-V/def2-TZVPD",
  "species": ["C", "C", "C", "C", "C", "H", "H", "H", "H", "H", "H", "H", "H", "O", "O"],
  "xyz": [[-1.260371, 0.683825, -0.799665], [-0.994307, -1.034008, 0.515616], [0.553995, -1.087533, 0.940606], [1.424426, -0.127251, 0.580856], [1.127072, 0.899149, -0.546613], [-1.815649, 0.075025, -1.454796], [-1.737623, 1.693009, -1.028585], [-1.369038, -1.517582, -0.356550], [-1.483884, -1.455883, 1.431300], [1.156134, -1.734680, 1.785688], [2.521265, 0.003745, 1.011831], [1.137080, 2.085568, -0.091769], [2.042817, 0.534414, -1.083847], [-1.355860, 0.385188, 0.324177], [0.053942, 0.597013, -1.228250]],
  "atomic_forces_ev_per_a": [[0.183, 5.852, -11.938], [1.860, 0.629, 3.348], [2.026, -0.199, 1.167], [0.312, 1.044, 0.559], [3.107, 1.329, 4.192], [-0.568, -1.356, -1.710], [0.932, -0.300, 0.512], [0.356, -0.806, -0.708], [-0.143, 0.749, -0.940], [-2.751, 0.815, -2.076], [-2.488, -0.652, -0.760], [0.399, -3.063, -1.370], [-0.612, 1.723, -0.721], [-1.791, -5.086, 15.121], [-0.821, -0.680, -4.676]],
  "e_tot_ev": -9404.56368,
  "charge": 0,
  "smiles": "C1=CCOCOC1"
}


{
  "formula": "C5H8O2",
  "method": "wB97M-V/def2-TZVPD",
  "species": ["C", "C", "C", "C", "C", "O", "O", "H", "H", "H", "H", "H", "H", "H", "H"],
  "xyz": [[-1.005025, 1.253901, -1.119904], [0.157180, -0.066340, 0.624065], [-0.871983, -1.064116, 1.113830], [0.148467, 0.255632, -0.854412], [3.077927, -0.989607, 0.243129], [3.900636, -0.501631, 0.853441], [0.919278, 0.478703, 1.395303], [-0.639945, 2.133383, -1.654017], [-1.813529, 0.808587, -1.704610], [-1.439653, 1.614826, -0.180691], [-0.364010, -2.022695, 1.270317], [-1.275572, -0.737355, 2.074491], [-1.681145, -1.220533, 0.394644], [0.017184, -0.662078, -1.440408], [1.116657, 0.690936, -1.116568]],
  "atomic_forces_ev_per_a": [[-0.083, 0.064, -0.006], [0.096, 0.090, 0.153], [-0.050, -0.008, 0.028], [0.102, 0.017, 0.004], [1.074, 0.517, 0.709], [-0.925, -0.587, -0.726], [-0.290, -0.183, -0.246], [-0.063, -0.130, 0.010], [0.115, 0.043, 0.063], [0.057, -0.029, -0.150], [-0.044, 0.104, -0.036], [0.064, -0.061, -0.097], [0.115, 0.050, 0.098], [0.008, 0.152, 0.120], [-0.176, -0.039, 0.076]],
  "e_tot_ev": -9409.19872,
  "charge": 0
}


{
  "formula": "C5H8O3",
  "method": "wB97M-V/def2-TZVPD",
  "species": ["C", "C", "C", "C", "C", "O", "O", "O", "H", "H", "H", "H", "H", "H", "H", "H"],
  "xyz": [[0.867493, 0.438594, 1.378655], [-0.189536, 0.713766, -1.665881], [-0.479248, -1.115724, 0.114106], [-1.061905, 0.109920, -0.584806], [0.467879, -0.952987, 1.057772], [-1.208953, -2.237672, -0.000858], [2.013102, 0.817128, 0.680529], [-2.296216, 0.112827, -0.701452], [-1.979694, -2.001618, -0.553250], [2.354884, 1.644531, 1.040316], [0.979412, 0.592106, 2.457057], [-0.094080, 1.048418, 0.773463], [0.606886, -1.718710, 1.807643], [0.820069, 0.856416, -1.287359], [-0.180055, 0.032500, -2.522293], [-0.620039, 1.660506, -1.993642]],
  "atomic_forces_ev_per_a": [[-2.444, 1.272, -2.525], [-0.034, 1.087, 0.791], [0.099, 0.936, 2.347], [-1.742, -2.623, -2.997], [-1.028, -0.523, -0.109], [-0.192, -0.065, -0.775], [1.128, 0.158, 0.085], [1.622, 0.717, 0.779], [0.199, -0.215, 0.313], [-0.046, -0.099, -0.031], [-0.551, 0.338, -0.233], [2.390, -0.509, 2.707], [0.500, -0.354, -0.312], [0.087, 0.008, -0.267], [-0.041, -0.131, 0.278], [0.053, 0.003, -0.051]],
  "e_tot_ev": -11454.71761,
  "charge": 0,
  "smiles": "CC(=O)/C(O)=C\\CO"
}


{
  "formula": "C5H8O3",
  "method": "wB97M-V/def2-TZVPD",
  "species": ["O", "O", "O", "C", "C", "C", "C", "C", "H", "H", "H", "H", "H", "H", "H", "H"],
  "xyz": [[-0.666557, 2.350521, -0.628904], [1.295854, 2.518610, 0.726705], [1.778454, 1.443269, 1.610410], [0.112549, -0.464302, -0.955396], [0.647548, 0.472541, -0.097014], [0.698147, 1.916310, -0.445512], [0.404859, -0.431471, 2.253908], [1.332264, 0.147290, 1.159209], [-1.161886, 2.234493, 0.216445], [0.104025, -1.505804, -0.670386], [-0.222059, -0.155329, -1.970610], [1.335847, 2.110749, -1.302327], [-0.104248, -1.326973, 1.902032], [1.029649, -0.695663, 3.109413], [-0.321498, 0.333435, 2.594066], [2.203886, -0.480844, 0.964793]],
  "atomic_forces_ev_per_a": [[1.100, 0.536, 0.246], [-0.251, -0.750, -0.449], [0.428, 0.371, 0.083], [1.057, 2.355, 0.921], [-1.058, -3.227, -3.269], [-1.302, -0.241, 1.968], [0.526, 0.377, 0.004], [-0.918, 1.017, 0.905], [0.805, -0.038, -0.803], [-0.078, -0.096, -0.134], [0.029, -0.361, 1.032], [-0.532, 0.498, -0.333], [-0.069, 0.010, -0.023], [-0.143, -0.047, 0.042], [0.348, -0.437, -0.402], [0.059, 0.035, 0.211]],
  "e_tot_ev": -11453.11242,
  "charge": 0,
  "smiles": "C=C1[C@H](C)OO[C@@H]1O"
}


{
  "formula": "C5H8O3",
  "method": "wB97M-V/def2-TZVPD",
  "species": ["C", "C", "C", "C", "C", "O", "O", "O", "H", "H", "H", "H", "H", "H", "H", "H"],
  "xyz": [[-1.491943, -0.587935, -1.122656], [-0.521619, 1.530430, -0.166461], [1.754913, -0.154854, 0.998659], [0.641161, -0.701033, 0.166467], [-0.383654, 0.036197, -0.309187], [1.338893, 0.571601, 2.054406], [0.760385, -2.039163, -0.186127], [2.913545, -0.491112, 0.813986], [0.366701, 0.581017, 2.143744], [1.682960, -2.288998, 0.031758], [-2.466329, -0.262287, -0.742194], [-1.409987, -0.281870, -2.170574], [0.369025, 2.012547, 0.243930], [-0.694940, 1.985567, -1.148034], [-1.371862, 1.771460, 0.479447], [-1.487251, -1.681566, -1.087164]],
  "atomic_forces_ev_per_a": [[0.138, -0.399, 0.101], [0.362, -0.002, 0.329], [0.473, -1.288, -0.019], [-0.842, 0.115, -1.086], [0.116, -0.447, 0.020], [0.512, 0.337, 0.173], [0.796, 0.654, 0.564], [-1.503, 0.843, 0.545], [0.579, -0.159, -0.424], [-0.577, 0.074, -0.167], [0.119, 0.120, -0.100], [-0.082, 0.026, 0.082], [-0.111, -0.064, -0.004], [-0.109, -0.156, 0.127], [-0.027, 0.114, -0.133], [0.155, 0.232, -0.009]],
  "e_tot_ev": -11456.90915,
  "charge": 0,
  "smiles": "CC(C)=C(O)C(=O)O"
}


Sequential E_HOMO output: -9.475, -9.250, -9.623, -9.043, -9.461, -9.046 eV
Sequential E_LUMO output: 0.03055, 0.03651, 0.03469, -0.00345, 0.02410, 0.02146 Ha